Molecular formula: C19H37FN3O5
Method: DFT, ωB97M-V/def2-TZVPD

Calculated values
LUMO level: -0.195 Ha
HOMO-LUMO gap: 4.7 eV
HOMO energy: -10.0 eV
Total charge: +1
Spin multiplicity: 1

Geometry (Å):
O 9.27186 5.55333 -1.50463
C 7.92524 5.49601 -1.45052
F 7.36465 4.41876 -0.55527
C 7.00408 6.57865 -2.28553
C 5.40281 6.20284 -2.05103
C 4.42804 7.48137 -1.64028
C 2.82731 7.12441 -1.38921
C 2.30447 5.56627 -1.52002
C 3.38996 4.40167 -1.91216
N 4.83234 4.78620 -2.15936
H 7.29920 6.65683 -3.42761
H 7.22450 7.65995 -1.83315
H 4.85265 8.56784 -1.54538
H 2.11338 8.01839 -1.12225
H 1.17370 5.32144 -1.33205
H 3.11138 3.26180 -2.00654
H 5.52988 4.02431 -2.40919
C -2.31392 0.10981 -3.49841
O -2.50307 0.66939 -2.20509
C -2.60353 -0.31346 -1.16593
C -1.34646 -0.30296 -0.27788
N -0.18120 -0.82352 -0.99790
C 1.10270 -0.55131 -0.34100
C 1.48988 0.92209 -0.09718
O 1.78048 1.65882 -1.28644
C 0.63499 2.13852 -1.97651
H -2.46512 0.90265 -4.23598
H -1.29585 -0.26573 -3.61436
H -3.03325 -0.69109 -3.69720
H -2.81282 -1.31347 -1.56027
H -3.45935 -0.01870 -0.54854
H -1.52680 -0.91832 0.61076
H -1.18735 0.72803 0.04867
H -0.15296 -0.41160 -1.92772
H 1.87557 -1.00025 -0.97741
H 1.12914 -1.09081 0.61207
H 2.42343 0.91573 0.47889
H 0.76424 1.45574 0.52496
H -0.17480 2.42013 -1.29951
H 0.29781 1.39252 -2.69671
H 0.92713 3.02438 -2.54898
C -1.66346 -6.51564 1.16755
O -2.99163 -6.52812 1.67489
C -3.05947 -6.71292 3.09516
C -3.49372 -5.41377 3.79703
N -2.44219 -4.39537 3.73078
C -2.89045 -3.04392 4.08666
C -4.02054 -2.41427 3.24599
O -3.64660 -2.09083 1.90543
C -3.67338 -3.18972 1.00533
H -1.71635 -6.58872 0.07790
H -1.16107 -5.57937 1.41641
H -1.08290 -7.36369 1.54461
H -2.12280 -7.10274 3.50749
H -3.83358 -7.46879 3.26811
H -3.72243 -5.62940 4.84683
H -4.41200 -5.07301 3.31171
H -2.06773 -4.36436 2.78534
H -2.00937 -2.39532 4.00351
H -3.18437 -3.03960 5.14198
H -4.27445 -1.45723 3.71825
H -4.94270 -3.00395 3.26244
H -4.47310 -3.89835 1.23265
H -2.70313 -3.68717 1.00010
H -3.83690 -2.80037 -0.00436

=====

Molecular formula: C19H37MoN5
Method: DFT, ωB97M-V/def2-TZVPD

Calculated values
LUMO level (alpha / beta): -0.540 / -0.520 Ha
HOMO-LUMO gap (alpha / beta): 7.5 / 8.1 eV
HOMO energy (alpha / beta): -22.2 / -22.3 eV
Total charge: +4
Spin multiplicity: 3

Geometry (Å):
Mo 0.71552 0.23970 0.46671
C 1.86596 -2.93987 1.82382
C 0.59605 -2.37177 2.48928
N -0.19983 -1.36721 1.70345
C -1.31053 -0.87243 2.58334
C -2.03060 0.30591 1.95301
N -1.06794 1.24705 1.30360
C -0.80787 2.56406 1.98179
C -0.12149 2.54660 3.34551
C 0.95237 1.48426 3.56551
N 1.72942 1.12720 2.34431
C 2.83149 0.19387 2.73421
C 3.57535 -0.31442 1.51972
N 2.61722 -0.85297 0.50220
C 2.36808 -2.33587 0.52027
H 1.69998 -3.99313 1.59623
H 2.66957 -2.93078 2.56177
H 0.85013 -1.89821 3.43485
H -0.06533 -3.20150 2.74130
H -0.65693 -1.90612 0.96134
H -0.88861 -0.59818 3.54420
H -2.01818 -1.67936 2.78242
H -2.62936 0.81863 2.70662
H -2.71524 -0.05272 1.18282
H -1.53045 1.54789 0.45070
H -1.75620 3.09426 2.08985
H -0.21253 3.14451 1.27123
H -0.85087 2.44553 4.14974
H 0.31220 3.54025 3.47013
H 0.52226 0.56986 3.96272
H 1.64207 1.84201 4.33301
H 2.18222 1.99622 2.04890
H 2.39789 -0.63418 3.28887
H 3.53072 0.69397 3.40782
H 4.29822 -1.07507 1.81924
H 4.13707 0.49754 1.05390
H 3.08515 -0.71218 -0.39280
H 3.29775 -2.85160 0.27150
H 1.67185 -2.53582 -0.30151
C -3.27712 1.15559 -4.40634
N -3.17082 -0.20107 -3.77429
C -2.99817 -1.29107 -4.79142
C -2.26785 -0.28171 -2.56885
C -0.81290 0.17641 -2.65407
C -0.10641 0.28101 -3.84411
C 1.21722 0.74545 -3.92523
C 1.90542 1.12390 -2.79148
C 1.22528 0.93172 -1.59749
C -0.08723 0.44214 -1.46810
H -4.10245 1.15037 -5.11533
H -2.37065 1.41023 -4.94231
H -3.47733 1.90851 -3.64597
H -4.10173 -0.37348 -3.38538
H -2.07073 -1.18255 -5.34387
H -3.82485 -1.23562 -5.49751
H -3.02342 -2.26626 -4.30873
H -2.28759 -1.32294 -2.24081
H -2.76390 0.31452 -1.80211
H -0.56571 -0.02181 -4.77249
H 1.69319 0.82417 -4.89532
H 2.89609 1.55574 -2.85519
H 1.68506 1.38084 -0.64516

=====

Molecular formula: C19H37N3
Method: DFT, ωB97M-V/def2-TZVPD

Calculated values
LUMO level: 0.028 Ha
HOMO-LUMO gap: 8.8 eV
HOMO energy: -8.0 eV
Spin multiplicity: 1
Energy relative to the best compared isomer or geometry (same formula, charge and spin): 1513.61 kJ/mol

Geometry (Å):
C 2.29659 -3.66157 -1.93488
C 2.36782 -2.13357 -1.49794
C 2.62812 -1.87402 -0.30883
C 2.89374 -0.56935 0.33692
H 2.40457 0.16823 -0.20809
H 3.96862 -0.31657 0.25484
C 2.67799 -0.68347 2.04894
C 1.20977 -0.81493 2.13645
C 0.28400 -1.37181 1.35634
C -1.15035 -1.50614 1.86114
H -1.78915 -0.72563 2.08436
H -1.21446 -2.32632 2.57873
C -1.83182 -2.08726 0.71602
H -3.00574 -2.65383 1.17703
H -1.38165 -2.95292 0.14072
C -2.51093 -1.26971 -0.20679
N -1.26281 -0.51542 -0.87290
H -0.81982 -1.35085 -1.37219
C -1.73391 0.56974 -2.03704
H -2.47407 0.14904 -2.60248
C -2.01152 1.78587 -1.37489
N -1.04462 2.38726 -0.67656
C -0.54798 1.93549 0.46585
H -0.31968 0.81882 0.43093
C 0.79734 2.71900 0.58871
N 0.58646 4.22229 1.03813
H 0.14719 4.35732 1.91355
C -0.09973 4.69410 -0.25035
H -0.16185 5.67108 0.12035
H 0.77087 4.63285 -0.86817
C -1.31833 3.95181 -0.66640
H -1.52793 4.38101 -1.61675
H -2.07327 4.12522 0.20338
H 1.35497 2.32673 1.84975
H 1.66653 2.58610 0.13227
H -1.38103 2.04523 1.22617
H -2.47178 2.47854 -2.23170
H -2.95846 1.56952 -0.29219
H -0.73996 0.65220 -2.48014
C -3.58350 -2.07232 -1.26502
H -4.31938 -2.29229 -0.54870
H -4.01073 -1.41531 -1.83679
H -2.89247 -2.78314 -1.78488
H -2.93312 -0.39550 0.25846
H 0.52811 -1.74447 0.36277
C 0.84532 -0.22581 3.68821
H 1.77884 0.00386 4.29766
H 0.20880 0.60475 3.75962
H 0.31113 -1.18668 4.07185
H 3.19234 -1.51011 2.35268
H 2.89803 0.39137 2.16855
H 2.96260 -2.79768 0.35424
C 2.00472 -1.04511 -2.62909
H 1.54498 -1.58696 -3.23293
H 1.45225 -0.32227 -1.94454
H 2.81398 -0.80083 -2.76273
H 3.09703 -3.80606 -2.90704
H 2.64189 -4.48921 -1.20198
H 1.23546 -3.94030 -2.36263

=====

Molecular formula: C19H37N3O2
Method: DFT, ωB97M-V/def2-TZVPD

Calculated values
LUMO level (alpha / beta): -0.144 / -0.144 Ha
HOMO-LUMO gap (alpha / beta): 7.2 / 8.2 eV
HOMO energy (alpha / beta): -11.1 / -12.1 eV
Total charge: +1
Spin multiplicity: 2

Geometry (Å):
C -4.04516 5.91287 0.28696
C -3.91784 5.14134 -1.01217
O -4.88493 4.65113 -1.51181
N -2.65628 5.09758 -1.56319
C -2.53528 4.40522 -2.84621
C -2.06613 2.95280 -2.77257
C -3.19009 1.93440 -2.50241
C -3.59384 1.67532 -1.03990
C -2.50300 1.77440 -0.01677
C -2.78166 1.58922 1.45688
C -1.33303 1.88467 1.97582
C -0.59003 1.10721 0.91682
N -1.24234 1.00493 -0.15085
H -4.15439 5.20573 1.09802
H -3.17946 6.53594 0.46663
H -4.93726 6.50089 0.18451
H -1.95034 4.82666 -0.89474
H -1.76040 4.92924 -3.39567
H -3.42679 4.48920 -3.44181
H -1.19664 2.85466 -2.12665
H -1.70349 2.73521 -3.76984
H -2.90676 0.99596 -2.96711
H -4.07065 2.30806 -2.99865
H -4.38622 2.33823 -0.72862
H -4.01480 0.67353 -0.98949
H -2.14227 2.80369 -0.04958
H -3.02279 0.56369 1.68962
H -3.54564 2.26356 1.79566
H -1.20349 1.29536 2.87524
H -1.10710 2.93665 2.03841
H 0.37892 0.67211 1.10949
H -0.94235 0.48213 -0.96573
C 2.11000 -4.99838 -0.21305
C 2.16945 -3.45635 -0.38102
C 3.50575 -3.05438 -1.00954
C 4.68756 -3.19110 -0.04991
C 4.42143 -2.42553 1.24544
C 3.10616 -2.83257 1.91200
N 1.97257 -2.76807 0.93413
O 1.66293 -1.53784 0.72914
C 3.24211 -4.24683 2.50653
C 2.83176 -1.93353 3.11371
C 1.02503 -3.12385 -1.33400
H 1.56369 -5.45975 -1.03451
H 3.09349 -5.46538 -0.20746
H 1.58569 -5.28522 0.69693
H 3.45361 -2.01410 -1.34861
H 3.68119 -3.65998 -1.90061
H 4.88641 -4.24292 0.16806
H 5.59274 -2.80883 -0.52403
H 5.24273 -2.58384 1.94635
H 4.40781 -1.35297 1.02570
H 2.29372 -4.58592 2.92561
H 3.97318 -4.23688 3.31483
H 3.59113 -4.99502 1.80194
H 2.80290 -0.87725 2.84835
H 3.62202 -2.06004 3.85154
H 1.88467 -2.19648 3.58910
H 0.06556 -3.41962 -0.90411
H 1.15699 -3.66579 -2.26861
H 0.97927 -2.06316 -1.58417

=====

Molecular formula: C19H37N4O10P
Method: DFT, ωB97M-V/def2-TZVPD

Calculated values
LUMO level: -0.005 Ha
HOMO-LUMO gap: 8.4 eV
HOMO energy: -8.5 eV
Spin multiplicity: 1

Geometry (Å):
C -22.04615 -9.08063 10.05613
C -22.78074 -8.40500 11.21930
O -22.40899 -7.05366 11.14024
C -22.03259 -6.82259 9.84712
O -21.98142 -5.73545 9.37259
O -21.90322 -7.96616 9.16909
H -22.53978 -9.92753 9.58406
H -21.07037 -9.50514 10.31522
H -22.59881 -8.89330 12.17373
H -23.84636 -8.52507 10.99428
C -18.94471 -4.74280 11.10417
C -19.42402 -5.88668 12.05245
O -20.34800 -5.13778 12.86901
C -19.78776 -3.95914 13.03773
O -19.84720 -3.21071 13.97300
O -19.05251 -3.56884 11.96986
H -19.44909 -4.65210 10.14794
H -17.86098 -4.85672 11.06828
H -18.59969 -6.33856 12.59872
H -20.00713 -6.62960 11.51960
C -19.14513 0.04359 14.00974
C -20.60222 -0.03917 14.44509
O -20.55814 0.11568 15.83825
C -19.32783 -0.13553 16.27086
O -19.04413 -0.38281 17.40572
O -18.42944 -0.12640 15.24436
H -18.77652 0.98598 13.61318
H -19.10358 -0.86296 13.39752
H -21.19505 -0.85475 14.03485
H -21.09116 0.82728 13.97342
C -22.62509 -2.96166 11.12979
C -23.69606 -3.57952 12.04903
C -23.54342 -3.24228 13.51138
C -23.82766 -1.81128 13.85506
N -23.98563 -0.71202 14.14060
H -21.68576 -3.49715 11.27768
H -22.50251 -1.90832 11.38964
H -22.85934 -3.03467 10.07044
H -23.71086 -4.66282 11.91208
H -24.60910 -3.25863 11.53892
H -22.51555 -3.39686 13.84137
H -24.32430 -3.70303 14.11955
O -18.77859 -3.49452 4.40456
P -18.66118 -4.28364 5.64298
N -19.09579 -3.52771 7.04567
C -20.53497 -3.39356 7.30420
C -18.32309 -2.35752 7.49739
N -17.08411 -4.86919 5.93198
C -16.74444 -5.47692 7.21265
C -16.36262 -5.37375 4.77849
N -19.67499 -5.64204 5.61554
C -19.62656 -6.70390 6.60971
C -20.59745 -5.93769 4.51450
H -20.70387 -3.42882 8.38169
H -21.09140 -4.22949 6.88863
H -20.90652 -2.46318 6.86768
H -17.47145 -2.27916 6.81767
H -17.96430 -2.32172 8.52484
H -18.97801 -1.51354 7.26422
H -17.03070 -4.92374 8.09995
H -16.97415 -6.54321 7.21116
H -15.64542 -5.51083 7.23859
H -15.29167 -5.21065 4.90647
H -16.49151 -6.45933 4.66704
H -16.72463 -4.94084 3.85006
H -19.61721 -6.28788 7.61828
H -20.55974 -7.27384 6.57126
H -18.86558 -7.44480 6.35303
H -20.25026 -5.46255 3.59673
H -21.56010 -5.43533 4.68758
H -20.82972 -6.99270 4.40608

=====

Molecular formula: C19H37N4O7PS
Method: DFT, ωB97M-V/def2-TZVPD

Calculated values
LUMO level: -0.008 Ha
HOMO-LUMO gap: 9.2 eV
HOMO energy: -9.4 eV
Spin multiplicity: 1
Energy relative to the best compared isomer or geometry (same formula, charge and spin): 0.00 kJ/mol

Geometry (Å):
C 3.67967 -0.30662 0.31203
C 2.15908 -0.63041 0.42492
C 2.07437 -1.93116 1.26269
C 1.61772 -0.79743 -1.02492
C 0.16217 -0.35103 -1.23815
C -0.13754 1.14027 -0.98675
C -0.74584 1.11754 0.48912
C -2.26267 0.84988 0.48131
C -2.71876 0.19746 1.82810
C -3.64730 -0.99001 1.53109
C -4.90327 -0.62654 0.68384
N -4.97277 -1.43719 -0.54944
O -1.21822 1.78333 -1.74692
S -1.11775 3.37701 -1.40611
O -2.14660 3.83529 -0.53686
O -1.05028 4.23044 -2.54467
O 0.38432 3.46393 -0.72942
C 0.97119 2.16780 -0.97945
C 2.03991 2.29342 -2.11307
P 1.64159 1.77216 -3.82527
O 2.68749 2.33032 -4.67520
O 0.22587 2.32175 -4.36699
O 1.68449 0.15319 -4.02192
H 3.99299 0.16678 1.24551
H 4.26857 -1.20828 0.13983
H 3.89613 0.40290 -0.49014
H 1.72940 0.20242 0.97809
H 2.20603 -2.79856 0.61463
H 2.94530 -1.93243 1.92215
H 1.17316 -1.99641 1.87232
H 1.64371 -1.86705 -1.24780
H 2.32801 -0.33930 -1.70625
H -0.44928 -0.96980 -0.58201
H -0.19527 -0.58384 -2.24804
H -0.32350 0.30460 1.07722
H -0.51898 2.03966 1.03310
H -2.55234 0.18680 -0.33787
H -2.84066 1.76471 0.37151
H -3.21922 0.97498 2.41353
H -1.86062 -0.13234 2.41039
H -3.99190 -1.37255 2.49801
H -3.05735 -1.79377 1.08378
H -4.91863 0.43403 0.43943
H -5.79787 -0.88691 1.25097
H -4.63516 -2.37155 -0.35351
H -4.33423 -1.06050 -1.24191
H 1.59186 2.01897 -0.09267
H 2.26696 3.35745 -2.20024
H 2.98179 1.82054 -1.84690
H -0.43978 1.61904 -4.38801
H 0.85777 -0.15458 -4.41742
C -3.20451 -0.65724 6.22184
C -2.48420 -1.25606 5.09764
N -1.92575 -1.71816 4.21818
H -4.14692 -1.17909 6.37500
H -2.60354 -0.73158 7.12581
H -3.40662 0.39126 6.01233
C -0.71754 -4.50866 5.29880
C 0.25496 -5.48896 4.81172
N 1.01178 -6.25072 4.43019
H -1.72503 -4.90828 5.20207
H -0.52167 -4.28489 6.34615
H -0.64206 -3.59373 4.71914
C 5.19771 2.57453 -6.36655
C 6.07349 2.05386 -7.42015
N 6.75514 1.64805 -8.23899
H 4.26505 2.01858 -6.34622
H 5.68622 2.47897 -5.39975
H 4.97972 3.62376 -6.55286

=====

| no. | E (eV) |
| --- | --- |
| 1 | -37710.0234 |
| 2 | -29567.7249 |
| 3 | -24757.2517 |
| 4 | -28860.5123 |
| 5 | -56027.2368 |
| 6 | -60719.4063 |